[1]
Formula: C3H10O4
Source: the Open Molecules 2025 dataset
Level of theory: wB97M-V/def2-TZVPD

As for the SMILES: CCC(=O)O.O.O. The relative energy (zero: lowest compared OMol25 entry of this formula, charge and spin) comes out at 1.482 eV. Its largest force on an atom is 5.10 eV/Å. The HOMO-LUMO gap is 11.26 eV. The calculation puts the lowest unoccupied orbital energy at 0.4 eV. The HOMO energy comes out at -10.85 eV.

The geometry in XYZ format:
```
17
C3H10O4, DFT wB97M-V/def2-TZVPD
C 0.2287 -0.8761 -2.5302
C 0.3954 -1.4383 -1.0060
C 0.3276 -0.3374 0.0316
O -0.6956 -0.1408 0.5619
O 1.3845 0.6788 -0.0327
H -0.8296 -0.3268 -2.5274
H 0.9099 -0.1478 -2.8235
H 0.2435 -1.7146 -3.1620
H 1.4187 -1.8043 -0.8639
H -0.4753 -2.2626 -0.8647
H 0.8909 1.4048 0.3901
O 2.4646 2.6898 3.7408
H 3.0106 3.2800 3.1795
H 1.5869 3.2235 3.7722
O -3.8346 -1.0589 0.7115
H -2.8372 -0.9931 0.5823
H -4.1890 -0.1762 0.8406
```

---

[2]
Formula: C3H10O4
Source: the Open Molecules 2025 dataset
Level of theory: wB97M-V/def2-TZVPD

As for the SMILES: CCC(=O)O.O.O. The relative energy (zero: lowest compared OMol25 entry of this formula, charge and spin) comes out at 0.357 eV. Its largest force on an atom is 2.57 eV/Å. The HOMO-LUMO gap is 10.53 eV. The calculation puts the lowest unoccupied orbital energy at 0.1 eV. The HOMO energy comes out at -10.41 eV.

The geometry in XYZ format:
```
17
C3H10O4, DFT wB97M-V/def2-TZVPD
C -0.3987 -0.6584 1.3523
C -0.3442 -0.7548 -0.1696
C -0.1292 0.5893 -0.8460
O -0.8804 1.5532 -0.6903
O 1.0080 0.6019 -1.5834
H 0.5115 -0.1996 1.7195
H -1.2918 -0.0299 1.6805
H -0.5197 -1.6157 1.8335
H -1.2484 -1.1758 -0.5815
H 0.4836 -1.3949 -0.4537
H 1.7766 0.4084 -1.0198
O 3.3676 0.1595 -0.1084
H 4.1875 -0.2362 -0.3934
H 3.6464 0.7363 0.6377
O -3.3880 0.2917 -0.3131
H -4.1291 0.7941 -0.5395
H -2.6518 0.9307 -0.5245
```